A structure of composition C57H58BCl5KN9O2S4 in a non-equilibrium geometry. Source: the OMol25 dataset; level of theory: ωB97M-V with the def2-TZVPD basis set.

Each line ends with the Mulliken charge.
Cartesian coordinates (Å):
K (1.02449, -1.63622, 1.46652)  0.546
C (2.35862, 1.74333, -1.49329)  -2.096
C (0.91503, 1.39448, -1.69444)  -0.339
C (-0.05042, 2.41078, -1.79669)  -0.464
C (-1.39915, 2.03860, -1.86737)  -0.189
N (-1.79194, 0.79484, -1.89989)  -0.511
N (-0.84294, -0.19612, -1.90105)  0.950
B (-1.41345, -1.51374, -1.99661)  -0.499
N (-0.85123, -2.50962, -2.89449)  0.696
N (-0.17142, -1.94517, -3.91712)  -0.589
C (0.54251, -2.69709, -4.70137)  -0.096
C (0.58792, -4.09471, -4.55019)  -0.763
C (-0.13922, -4.68352, -3.52713)  0.511
C (-0.06393, -6.16042, -3.29610)  -1.901
C (-0.89404, -3.88227, -2.66392)  0.548
S (-1.76049, -4.49736, -1.34237)  -0.588
C (1.26937, -1.90989, -5.77921)  2.548
C (0.22567, -1.29899, -6.71770)  -1.724
C (2.06879, -0.79276, -5.10784)  -1.480
C (2.21820, -2.78678, -6.59354)  -2.342
N (-2.84610, -1.66730, -1.61253)  0.942
N (-3.60095, -2.10869, -2.61399)  -0.836
C (-4.87664, -2.31190, -2.42682)  -0.230
C (-5.48146, -2.03414, -1.18845)  -0.527
C (-4.70394, -1.60005, -0.14879)  0.519
C (-5.27921, -1.33979, 1.20399)  -1.786
C (-3.31272, -1.42495, -0.35878)  -0.035
S (-2.26696, -0.98400, 0.87981)  -0.149
C (-5.61746, -2.81828, -3.65782)  2.302
C (-5.57787, -1.72215, -4.72765)  -1.661
C (-7.07393, -3.16284, -3.34554)  -2.243
C (-4.90412, -4.06592, -4.18384)  -1.498
C (0.52462, 0.06906, -1.73619)  1.454
S (1.61738, -1.23583, -1.56293)  -0.447
C (-2.53411, 3.04332, -2.02714)  2.440
C (-2.19883, 4.38794, -1.37649)  -1.946
C (-3.81444, 2.48703, -1.40748)  -1.559
C (-2.75961, 3.26397, -3.52984)  -1.970
H (2.51584, 2.80856, -1.65254)  0.415
H (2.99682, 1.16962, -2.16574)  0.289
H (2.68101, 1.49100, -0.47872)  0.259
H (0.25571, 3.44481, -1.79806)  0.169
H (1.19501, -4.70894, -5.19403)  0.446
H (-1.01154, -6.54022, -2.91719)  0.375
H (0.69111, -6.38077, -2.54023)  0.256
H (0.20853, -6.67607, -4.21531)  0.412
H (-0.48551, -0.71086, -6.14342)  0.281
H (-0.32127, -2.07884, -7.24630)  0.364
H (0.70651, -0.65471, -7.45304)  0.424
H (1.41157, -0.15849, -4.52081)  0.054
H (2.57663, -0.19077, -5.86088)  0.487
H (2.80557, -1.20439, -4.42334)  0.350
H (1.68303, -3.57349, -7.12339)  0.419
H (2.96853, -3.24832, -5.95692)  0.441
H (2.73325, -2.17430, -7.33439)  0.426
H (-6.53804, -2.18997, -1.03542)  0.466
H (-6.32700, -1.62533, 1.23536)  0.398
H (-5.18063, -0.28610, 1.46612)  0.179
H (-4.71985, -1.89141, 1.95767)  0.350
H (-6.08460, -0.82312, -4.38002)  0.373
H (-6.06635, -2.06382, -5.63841)  0.408
H (-4.54797, -1.46378, -4.95416)  0.309
H (-7.64009, -2.28150, -3.04530)  0.385
H (-7.14462, -3.90474, -2.55233)  0.450
H (-7.54830, -3.57616, -4.23543)  0.419
H (-3.84865, -3.86241, -4.32699)  0.182
H (-5.34218, -4.37607, -5.13188)  0.425
H (-4.98639, -4.88557, -3.47559)  0.379
H (-1.94029, 4.26254, -0.32483)  0.291
H (-3.05701, 5.05842, -1.44744)  0.435
H (-1.35872, 4.87349, -1.86854)  0.350
H (-3.66859, 2.25622, -0.35523)  0.168
H (-4.10471, 1.56335, -1.89888)  0.177
H (-4.61975, 3.21499, -1.50415)  0.479
H (-1.86634, 3.67763, -3.99783)  0.382
H (-3.59019, 3.95248, -3.69693)  0.464
H (-2.98885, 2.31632, -4.01369)  0.293
C (1.35856, -0.05278, 6.22072)  -1.531
C (1.31765, -1.14628, 5.19082)  0.542
N (0.48959, -1.17177, 4.20564)  -0.100
N (-0.51276, -0.28261, 4.15566)  -0.733
C (-0.67541, 0.56032, 3.22763)  -0.557
O (0.31550, 0.74474, 2.24328)  0.778
C (-1.89391, 1.37418, 3.13943)  1.022
C (-2.03890, 2.34857, 2.15685)  0.720
C (-3.19495, 3.10876, 2.10997)  -0.706
C (-4.21696, 2.89205, 3.02031)  -0.511
C (-4.08273, 1.90195, 3.98747)  -0.966
C (-2.92748, 1.14849, 4.05070)  -0.562
C (2.32264, -2.22755, 5.26086)  0.882
C (3.44964, -2.08262, 6.07105)  -0.495
C (4.40652, -3.07988, 6.06057)  -0.519
C (4.20108, -4.19208, 5.26120)  -0.420
C (3.03777, -4.24933, 4.50159)  -0.333
N (2.12179, -3.30179, 4.49289)  -0.374
H (0.51949, 0.62483, 6.08098)  0.352
H (2.28319, 0.51626, 6.11783)  0.239
H (1.32115, -0.46635, 7.23041)  0.410
H (-1.27210, 2.48637, 1.40765)  0.023
H (-3.31114, 3.85930, 1.33883)  0.298
H (-5.12286, 3.48268, 2.96645)  0.418
H (-4.88705, 1.70979, 4.68498)  0.376
H (-2.81500, 0.36591, 4.78314)  0.468
H (3.60474, -1.18397, 6.64580)  0.283
H (5.30683, -2.97886, 6.65016)  0.408
H (4.92525, -4.99120, 5.21221)  0.413
H (2.85200, -5.08748, 3.84568)  0.478
Cl (3.12455, -3.72029, 0.90735)  -0.186
C (4.19258, -2.70130, 1.87189)  1.437
C (3.68676, -1.51724, 2.37690)  -1.634
C (4.58507, -0.82496, 3.15621)  0.497
Cl (4.05251, 0.70420, 3.88416)  -0.213
C (5.87681, -1.23758, 3.45514)  -0.550
Cl (6.92498, -0.33080, 4.50370)  -0.210
C (6.32646, -2.43444, 2.91746)  0.578
Cl (7.92324, -3.00051, 3.26659)  -0.243
C (5.47214, -3.17925, 2.10991)  -0.339
Cl (6.01341, -4.69896, 1.47192)  -0.214
C (6.68777, 7.46740, 5.15083)  -1.046
C (5.27731, 7.65333, 4.66627)  0.781
O (4.30436, 7.76065, 5.38377)  -0.538
S (5.13364, 7.68058, 2.83601)  -0.231
C (4.04915, 6.27614, 2.68286)  -0.075
C (4.57207, 5.07674, 2.21706)  -0.638
C (3.75956, 3.96713, 2.10133)  -0.468
C (2.41351, 4.04403, 2.45960)  -0.121
C (1.89499, 5.25785, 2.91179)  -0.455
C (2.70563, 6.36994, 3.01955)  -0.365
C (1.58932, 2.89063, 2.36612)  0.134
C (0.95964, 1.86642, 2.31304)  0.204
H (6.74065, 7.63294, 6.22142)  0.309
H (7.36253, 8.13487, 4.61638)  0.339
H (6.99327, 6.44699, 4.91592)  0.274
H (5.61752, 5.01708, 1.95175)  0.447
H (4.15790, 3.02838, 1.74769)  0.650
H (0.84693, 5.31820, 3.17045)  0.534
H (2.30586, 7.31003, 3.36867)  0.420

Its net charge is -2. For the HOMO energy (alpha / beta), the calculation gives 0.12 / -0.18 eV. For the max |F|, the calculation gives 1.540 eV/A.